Record 1
Molecular formula: C4H6O2
Method: DFT, ωB97M-V with the def2-TZVPD basis set

Positions of all 12 atoms, in Å:
1 O 1.520 -0.192 1.370
2 C 0.315 -0.091 1.559
3 C -0.755 -0.262 0.513
4 C -0.238 -0.411 -0.897
5 C 0.519 0.847 -1.282
6 O 0.334 2.032 -1.335
7 H -0.054 0.014 2.598
8 H -1.464 0.571 0.601
9 H -1.310 -1.175 0.770
10 H 0.467 -1.251 -0.962
11 H -1.036 -0.579 -1.629
12 H 1.703 0.497 -1.307

Largest force on an atom, eV Å⁻¹: 5.325
E, eV: -8338.82505
2S+1: 1
ΔE to the lowest compared entry with this formula, charge and spin, kJ/mol: 157.9

Record 2
Molecular formula: C4H14N2O
Method: DFT, ωB97M-V with the def2-TZVPD basis set

Positions of all 21 atoms, in Å:
1 C 0.361 -2.394 0.689
2 N 0.952 -1.533 -0.331
3 C 0.084 -0.452 -0.681
4 C 0.816 0.835 -1.004
5 C 0.065 1.586 -2.127
6 N -1.204 2.173 -1.648
7 H -0.612 -2.694 0.329
8 H 0.197 -1.857 1.637
9 H 0.991 -3.247 0.943
10 H 1.835 -1.155 -0.020
11 H -0.521 -0.748 -1.550
12 H -0.670 -0.276 0.099
13 H 1.027 1.556 -0.230
14 H 1.827 0.600 -1.370
15 H 0.673 2.389 -2.537
16 H -0.115 0.857 -2.919
17 H -1.144 2.288 -0.640
18 H -1.905 1.434 -1.700
19 H -0.511 -0.097 4.984
20 H -0.884 0.505 3.611
21 O -1.265 0.229 4.466

Largest force on an atom, eV Å⁻¹: 1.869
E, eV: -9401.06935
Total charge: -1
2S+1: 2
⟨S²⟩: 0.750
ΔE to the lowest compared entry with this formula, charge and spin, kJ/mol: 49.6

Record 3
Molecular formula: C18H17Br2HgNOP
Method: DFT, ωB97M-V with the def2-TZVPD basis set

Positions of all 41 atoms, in Å:
1 Hg -0.472 -0.361 -2.062
2 C -0.998 2.960 0.086
3 C -2.309 2.239 0.106
4 C -3.524 2.930 0.009
5 C -4.681 2.207 -0.030
6 C -4.647 0.815 0.001
7 C -5.811 -0.021 -0.042
8 Br -7.508 0.775 0.028
9 C -5.728 -1.404 -0.076
10 C -4.475 -2.016 0.002
11 Br -4.385 -3.868 0.002
12 C -3.230 -1.257 0.130
13 O -2.116 -1.766 0.252
14 C -3.384 0.214 0.073
15 N -2.251 0.914 0.170
16 H -1.117 3.948 -0.397
17 H -0.268 2.385 -0.478
18 H -0.593 3.061 1.086
19 H -3.537 4.003 0.014
20 H -5.630 2.716 -0.023
21 H -6.631 -2.006 -0.122
22 C 2.100 -2.625 -0.937
23 P 1.963 -0.999 -0.061
24 C 1.623 -1.607 1.638
25 C 3.686 -0.457 -0.107
26 C 4.155 0.090 -1.304
27 C 5.409 0.703 -1.344
28 C 6.184 0.770 -0.206
29 C 5.743 0.187 0.981
30 C 4.491 -0.411 1.033
31 H 2.619 -2.508 -1.890
32 H 1.105 -3.010 -1.119
33 H 2.649 -3.377 -0.367
34 H 2.339 -2.347 1.960
35 H 0.626 -2.044 1.609
36 H 1.621 -0.718 2.286
37 H 3.514 0.140 -2.189
38 H 5.766 1.201 -2.231
39 H 7.164 1.219 -0.263
40 H 6.395 0.194 1.839
41 H 4.146 -0.871 1.943

Largest force on an atom, eV Å⁻¹: 0.917
E, eV: -176027.47876
2S+1: 2
⟨S²⟩: 0.795
ΔE to the lowest compared entry with this formula, charge and spin, kJ/mol: 0.0

Record 4
Molecular formula: C4H8O2
Method: DFT, ωB97M-V with the def2-TZVPD basis set

Positions of all 14 atoms, in Å:
1 O -2.070 0.003 0.508
2 C -0.694 -0.304 0.468
3 C 0.253 0.894 0.398
4 C 1.491 0.249 -0.217
5 O 1.010 -0.751 -1.108
6 C -0.363 -1.004 -0.850
7 H -2.190 0.775 1.072
8 H -0.408 -0.946 1.317
9 H -0.178 1.639 -0.283
10 H 0.448 1.365 1.367
11 H 2.117 0.955 -0.773
12 H 2.112 -0.220 0.561
13 H -0.532 -2.086 -0.825
14 H -0.996 -0.568 -1.635

Largest force on an atom, eV Å⁻¹: 0.381
E, eV: -8371.98982
2S+1: 1
ΔE to the lowest compared entry with this formula, charge and spin, kJ/mol: 124.7

Record 5
Molecular formula: C12H22MgN4O2
Method: DFT, ωB97M-V with the def2-TZVPD basis set

Positions of all 41 atoms, in Å:
1 Mg 0.476 0.429 0.304
2 C 0.370 4.223 -1.268
3 C -0.261 3.307 -0.226
4 O 0.460 2.141 -0.249
5 H 0.419 3.577 -2.166
6 H 1.407 4.427 -1.011
7 H -0.119 5.172 -1.549
8 H -1.346 3.165 -0.455
9 H -0.258 3.808 0.796
10 C 3.135 -0.567 2.874
11 C 2.533 -1.396 1.759
12 O 1.903 -0.520 0.869
13 H 2.375 -0.026 3.456
14 H 3.767 0.246 2.501
15 H 3.741 -1.102 3.603
16 H 1.810 -2.114 2.190
17 H 3.354 -1.990 1.318
18 C -0.671 -1.413 4.206
19 C -0.760 -0.496 3.114
20 N -0.781 0.245 2.247
21 H 0.211 -1.999 4.039
22 H -1.557 -2.037 4.209
23 H -0.616 -0.864 5.144
24 C 0.409 0.535 -4.455
25 C 0.560 0.089 -3.136
26 N 0.675 -0.152 -2.042
27 H 1.338 1.029 -4.771
28 H -0.404 1.275 -4.499
29 H 0.220 -0.251 -5.193
30 C 0.489 -4.028 -1.241
31 C -0.125 -3.019 -0.440
32 N -0.564 -2.178 0.176
33 H -0.199 -4.575 -1.894
34 H 1.034 -4.738 -0.649
35 H 1.200 -3.501 -1.880
36 C -4.520 0.598 -1.037
37 C -3.106 0.438 -0.764
38 N -1.986 0.331 -0.544
39 H -5.042 0.884 -0.127
40 H -4.927 -0.334 -1.421
41 H -4.646 1.382 -1.787

Largest force on an atom, eV Å⁻¹: 2.608
E, eV: -28301.43171
2S+1: 1

Record 6
Molecular formula: C18H16BrClINO10PtSe
Method: DFT, ωB97M-V with the def2-TZVPD basis set

Positions of all 50 atoms, in Å:
1 Pt -1.225 1.267 0.561
2 N -2.460 0.633 4.235
3 C -1.831 -0.151 3.318
4 O -0.663 -0.039 3.005
5 C -2.687 -1.285 2.806
6 I -2.472 -1.344 0.671
7 H -1.994 1.520 4.371
8 H -3.453 0.751 4.073
9 H -3.742 -1.113 2.993
10 H -2.346 -2.247 3.188
11 C 2.430 1.564 -2.826
12 C 1.316 0.579 -2.658
13 C 1.566 -0.773 -2.539
14 C 0.517 -1.662 -2.376
15 Cl 0.855 -3.357 -2.277
16 C -0.789 -1.223 -2.315
17 C -1.052 0.137 -2.396
18 C -0.014 1.050 -2.592
19 O -0.188 2.360 -2.863
20 C -1.242 3.108 -2.264
21 C -0.647 3.904 -1.042
22 O -0.566 5.121 -1.142
23 O -0.244 3.209 -0.076
24 H 3.385 1.057 -2.953
25 H 2.482 2.187 -1.934
26 H 2.233 2.214 -3.678
27 H 2.585 -1.136 -2.561
28 H -1.600 -1.928 -2.197
29 H -2.079 0.464 -2.342
30 H -2.070 2.490 -1.914
31 H -1.590 3.813 -3.024
32 Br 5.905 -3.386 1.388
33 C 4.056 -2.976 1.104
34 C 3.157 -4.026 1.064
35 C 1.812 -3.741 0.896
36 C 1.395 -2.430 0.756
37 C 2.316 -1.393 0.774
38 C 3.665 -1.663 0.955
39 C 1.839 0.057 0.577
40 O 2.665 0.950 0.644
41 O 0.599 0.104 0.322
42 H 3.499 -5.046 1.165
43 H 1.089 -4.545 0.867
44 H 0.354 -2.183 0.618
45 H 4.363 -0.841 0.978
46 O -4.526 0.707 2.008
47 Se -3.865 2.011 1.326
48 O -3.365 1.670 -0.201
49 O -2.469 2.352 2.119
50 O -4.902 3.207 1.390

Largest force on an atom, eV Å⁻¹: 1.743
E, eV: -200148.73201
Total charge: -2
2S+1: 3
⟨S²⟩: 2.006
ΔE to the lowest compared entry with this formula, charge and spin, kJ/mol: 136.6

Record 7
Molecular formula: H6IO3
Method: DFT, ωB97M-V with the def2-TZVPD basis set

Positions of all 10 atoms, in Å:
1 I 1.047 -0.698 -1.635
2 O 1.706 2.132 0.385
3 H 2.625 2.211 0.642
4 H 1.686 1.382 -0.209
5 O -0.696 -2.323 0.960
6 H 0.009 -2.003 0.397
7 H -0.836 -3.227 0.679
8 O -1.963 0.885 -0.036
9 H -1.202 0.402 -0.359
10 H -2.375 1.240 -0.824

Largest force on an atom, eV Å⁻¹: 0.446
E, eV: -14339.36266
2S+1: 2
⟨S²⟩: 0.753
ΔE to the lowest compared entry with this formula, charge and spin, kJ/mol: 18.8

Record 8
Molecular formula: C13H15CoPSe2
Method: DFT, ωB97M-V with the def2-TZVPD basis set

Positions of all 32 atoms, in Å:
1 Co 1.790 -2.451 0.435
2 C 3.012 -3.246 -0.787
3 H 2.609 -4.225 -1.102
4 H 3.277 -2.634 -1.662
5 H 3.885 -3.398 -0.119
6 H 0.934 -2.519 1.848
7 H 1.193 -3.282 1.784
8 Se 0.144 -2.370 -1.068
9 P 0.528 -0.483 0.059
10 Se 2.493 -0.437 1.104
11 C -1.010 -0.206 1.015
12 C -2.056 0.503 0.402
13 C -3.283 0.630 1.055
14 C -3.493 -0.019 2.277
15 C -2.490 -0.828 2.823
16 C -1.249 -0.926 2.185
17 C 0.554 1.049 -0.932
18 C 0.511 1.000 -2.325
19 C 0.572 2.198 -3.048
20 C 0.733 3.414 -2.373
21 C 0.827 3.447 -0.976
22 C 0.718 2.259 -0.248
23 H -1.905 0.951 -0.584
24 H -4.075 1.230 0.607
25 H -4.446 0.088 2.796
26 H -2.670 -1.387 3.741
27 H -0.471 -1.568 2.591
28 H 0.403 0.026 -2.812
29 H 0.470 2.177 -4.135
30 H 0.758 4.346 -2.938
31 H 0.956 4.397 -0.451
32 H 0.784 2.264 0.840

Largest force on an atom, eV Å⁻¹: 2.530
E, eV: -191330.40785
2S+1: 4
⟨S²⟩: 3.776
ΔE to the lowest compared entry with this formula, charge and spin, kJ/mol: 59.2

Q: What is the 2S+1 in the sixth record?
A: 3